(A)
# C27H38N6OPtS

C27H38N6OPtS as an isolated structure (ωB97M-V/def2-TZVPD, the Open Molecules 2025 dataset).

Cartesian coordinates (Å):
Pt: 0.141 -0.015 -0.043
C: 2.541 2.513 4.719
C: 3.305 1.368 4.060
N: 3.231 1.419 2.602
C: 2.153 0.941 1.943
S: 2.357 0.658 0.217
N: 1.054 0.714 2.609
N: 0.038 0.224 1.885
C: -1.092 -0.091 2.466
C: -1.333 0.254 3.899
C: -2.023 -0.789 1.627
C: -3.230 -1.333 2.081
C: -3.979 -2.135 1.256
C: -3.521 -2.395 -0.034
C: -2.369 -1.769 -0.456
N: -1.647 -0.973 0.327
H: 2.560 2.407 5.804
H: 1.508 2.498 4.381
H: 2.983 3.473 4.452
H: 2.885 0.417 4.400
H: 4.356 1.406 4.345
H: 4.089 1.387 2.079
H: -1.932 1.165 3.970
H: -0.375 0.442 4.375
H: -1.855 -0.546 4.423
H: -3.552 -1.112 3.089
H: -4.918 -2.554 1.591
H: -4.063 -3.052 -0.698
H: -2.014 -1.897 -1.471
C: -3.231 1.046 -2.539
C: -4.098 1.896 -1.612
C: -4.710 1.023 -0.511
C: -3.426 3.103 -0.972
C: -4.275 4.177 -0.741
C: -3.855 5.339 -0.122
C: -2.527 5.426 0.255
C: -1.624 4.392 0.053
C: -0.233 4.636 0.610
C: 0.932 4.106 -0.219
C: -0.192 4.086 2.042
C: -2.043 3.162 -0.570
O: -1.213 2.185 -0.822
H: -3.849 0.276 -3.013
H: -2.443 0.561 -1.974
H: -2.782 1.659 -3.322
H: -4.923 2.289 -2.215
H: -3.933 0.711 0.186
H: -5.177 0.130 -0.939
H: -5.465 1.580 0.044
H: -5.311 4.098 -1.061
H: -4.542 6.156 0.054
H: -2.171 6.338 0.726
H: -0.104 5.722 0.673
H: 0.882 3.031 -0.320
H: 1.876 4.363 0.271
H: 0.926 4.551 -1.217
H: -0.416 3.020 2.039
H: -0.937 4.593 2.658
H: 0.796 4.239 2.485
C: -0.189 1.821 -5.069
C: 0.090 0.751 -4.073
C: 0.523 -0.556 -4.237
C: 0.588 -1.108 -2.950
N: 0.211 -0.182 -2.076
N: -0.070 0.935 -2.758
C: 1.004 -2.474 -2.520
H: 0.241 1.556 -6.032
H: 0.230 2.771 -4.741
H: -1.264 1.956 -5.201
H: 0.756 -1.053 -5.163
H: -0.474 1.720 -2.208
H: 1.174 -3.107 -3.388
H: 0.242 -2.929 -1.886
H: 1.924 -2.422 -1.936

Results
HOMO-LUMO gap	5.1	eV
HOMO	-6.12	eV

Mulliken population analysis, charges in e, atoms 1 to 4: Pt 0.377; C -1.000; C -0.404; N -0.189

***

(B)
# C27H38N6OPtS

C27H38N6OPtS as an isolated structure (ωB97M-V/def2-TZVPD, the Open Molecules 2025 dataset).

Cartesian coordinates (Å):
Pt: 0.015 -0.105 -0.148
C: -4.908 -2.473 1.924
C: -5.030 -1.676 0.629
N: -3.911 -1.931 -0.254
C: -2.738 -1.281 -0.045
S: -1.582 -1.293 -1.385
N: -2.521 -0.696 1.085
N: -1.354 -0.062 1.222
C: -1.070 0.625 2.344
C: -1.981 0.523 3.529
C: 0.091 1.408 2.278
C: 0.515 2.308 3.288
C: 1.559 3.154 3.063
C: 2.211 3.121 1.812
C: 1.826 2.175 0.895
N: 0.826 1.320 1.099
H: -5.714 -2.214 2.606
H: -3.959 -2.239 2.393
H: -4.948 -3.539 1.720
H: -5.051 -0.608 0.872
H: -5.951 -1.937 0.106
H: -4.095 -2.195 -1.207
H: -1.582 -0.191 4.254
H: -2.945 0.153 3.187
H: -2.107 1.483 4.024
H: -0.007 2.310 4.228
H: 1.897 3.836 3.828
H: 3.011 3.808 1.588
H: 2.355 2.088 -0.048
C: 4.012 -0.518 1.091
C: 3.897 -0.985 2.536
C: 3.376 0.154 3.422
C: 3.045 -2.213 2.768
C: 3.439 -2.994 3.836
C: 2.741 -4.123 4.226
C: 1.619 -4.485 3.504
C: 1.167 -3.750 2.427
C: -0.129 -4.231 1.818
C: -0.262 -4.100 0.305
C: -1.266 -3.503 2.544
C: 1.869 -2.560 2.004
O: 1.523 -1.906 0.963
H: 4.718 0.310 1.033
H: 3.046 -0.176 0.737
H: 4.368 -1.324 0.452
H: 4.908 -1.237 2.882
H: 2.332 0.352 3.194
H: 3.951 1.063 3.247
H: 3.454 -0.114 4.474
H: 4.327 -2.710 4.387
H: 3.068 -4.706 5.074
H: 1.072 -5.373 3.791
H: -0.220 -5.301 2.055
H: -0.197 -3.061 -0.005
H: -1.231 -4.490 -0.006
H: 0.521 -4.668 -0.197
H: -1.159 -2.431 2.423
H: -1.234 -3.737 3.608
H: -2.228 -3.812 2.141
C: 4.150 -2.315 -2.804
C: 3.133 -1.255 -2.593
C: 2.850 -0.114 -3.322
C: 1.804 0.527 -2.648
N: 1.484 -0.187 -1.574
N: 2.277 -1.264 -1.557
C: 1.096 1.788 -2.992
H: 4.550 -2.253 -3.812
H: 3.711 -3.299 -2.652
H: 4.975 -2.202 -2.101
H: 3.334 0.220 -4.217
H: 2.214 -1.873 -0.734
H: 1.573 2.269 -3.841
H: 1.095 2.470 -2.143
H: 0.057 1.576 -3.245

Results
HOMO-LUMO gap	4.7	eV
HOMO	-5.91	eV

Mulliken population analysis, charges in e, atoms 1 to 4: Pt 0.396; C -0.972; C -0.395; N -0.174

***

What should be chosen as the least stable of them? Choose (B).

***

(A)
# C5H7NO

C5H7NO as an isolated structure (ωB97M-V/def2-TZVPD, the Open Molecules 2025 dataset).

Cartesian coordinates (Å):
C: -1.217 -0.519 0.653
C: 1.291 -0.188 -0.198
C: 1.266 -1.620 0.340
C: -1.042 1.568 -0.735
C: -0.454 0.649 0.248
N: -1.889 -1.443 0.575
O: 2.157 0.537 -0.520
H: 0.616 -2.154 -0.462
H: 0.769 -1.502 1.313
H: 2.248 -2.162 0.490
H: -1.679 1.090 -1.538
H: -0.315 2.142 -1.169
H: -1.549 2.385 -0.174
H: -0.202 1.217 1.178

Results
<S²>	2.016
HOMO-LUMO gap (spin up / spin down)	6.4 / 9.3	eV
spin multiplicity	3
HOMO (spin up / spin down)	-5.58 / -11.96	eV

Mulliken population analysis, charges in e, atoms 1 to 4: C 0.069; C 0.333; C -0.990; C -1.112

***

(B)
# C5H7NO

C5H7NO as an isolated structure (ωB97M-V/def2-TZVPD, the Open Molecules 2025 dataset).

Cartesian coordinates (Å):
C: 0.932 -1.540 0.141
C: -1.415 1.103 -0.279
C: -1.218 1.504 -1.499
C: 1.734 -0.305 0.750
C: 0.588 -0.366 1.763
N: 0.143 -1.511 1.255
O: 0.691 -1.982 -0.927
H: -0.635 0.988 0.357
H: -2.434 0.935 -0.091
H: -0.133 1.705 -1.796
H: 2.676 -0.633 1.106
H: 1.691 0.475 -0.144
H: -1.938 1.570 -2.291
H: -0.682 -1.943 1.655

Results
<S²>	2.007
HOMO-LUMO gap (spin up / spin down)	8.1 / 8.6	eV
spin multiplicity	3
HOMO (spin up / spin down)	-7.06 / -10.27	eV

Mulliken population analysis, charges in e, atoms 1 to 4: C 0.329; C -0.435; C -0.501; C -0.133

***

What should be chosen as the least stable of them? Choose (B).

***

(A)
# C2H2Cl2N2

A 2-piece molecular cluster, C2H2Cl2N2 overall (ωB97M-V/def2-TZVPD, the Open Molecules 2025 dataset).

Cartesian coordinates (Å):
C: -1.516 0.383 1.274
C: 0.261 0.179 0.266
N: -2.564 1.157 0.658
N: -2.001 1.729 1.573
Cl: -1.960 -0.986 2.237
Cl: 1.179 1.529 0.846
H: -0.038 0.317 -0.775
H: 0.394 -0.830 0.635

Results
HOMO-LUMO gap	10.4	eV
HOMO	-10.11	eV

Mulliken population analysis, charges in e, atoms 1 to 4: C 0.497; C -0.387; N -0.203; N -0.198

***

(B)
# C2H2Cl2N2

C2H2Cl2N2 as an isolated structure (ωB97M-V/def2-TZVPD, the Open Molecules 2025 dataset).

Cartesian coordinates (Å):
C: -0.365 0.893 0.244
C: -0.932 0.325 1.259
N: -0.202 1.484 -0.765
N: 1.835 -0.906 -1.109
Cl: 1.073 -2.365 -0.935
Cl: 1.097 0.199 -2.040
H: -0.488 0.034 2.196
H: -2.018 0.336 1.150

Results
HOMO-LUMO gap (spin up / spin down)	7.7 / 7.9	eV
HOMO (spin up / spin down)	-9.08 / -9.11	eV

Mulliken population analysis, charges in e, atoms 1 to 4: C 0.705; C -0.790; N -0.455; N -0.120

***

What should be chosen as the least stable of them? Choose (B).

***

(A)
# C2H4FN

A 2-piece molecular cluster, C2H4FN overall (ωB97M-V/def2-TZVPD, the Open Molecules 2025 dataset).

Cartesian coordinates (Å):
C: 1.335 -0.733 0.042
C: 0.541 0.253 -0.020
N: -0.378 1.023 -0.041
H: 1.483 -1.395 0.899
H: 1.957 -0.981 -0.885
H: -0.430 2.032 -0.149
F: -2.741 -0.162 0.072
H: -1.767 -0.037 0.082

Results
HOMO-LUMO gap	10.3	eV
SMILES	C=C=N.F
HOMO	-9.58	eV

Mulliken population analysis, charges in e, atoms 1 to 4: C -0.860; C 0.639; N -0.424; H 0.270

***

(B)
# C2H4FN

A 2-piece molecular cluster, C2H4FN overall (ωB97M-V/def2-TZVPD, the Open Molecules 2025 dataset).

Cartesian coordinates (Å):
C: 0.174 -0.258 -0.337
C: -0.783 0.003 0.667
N: 0.568 -0.943 -1.194
F: 1.296 1.362 -0.041
H: -1.604 -0.804 0.581
H: -0.958 1.090 0.527
H: -0.062 0.115 1.514
H: 1.369 -0.565 -1.718

Results
HOMO-LUMO gap	11.4	eV
HOMO	-10.84	eV

Mulliken population analysis, charges in e, atoms 1 to 4: C 0.591; C -0.820; N -0.394; F -0.638

***

What should be chosen as the least stable of them? Choose (B).

***

(A)
# C2H5IN2O2

A 2-piece molecular cluster, C2H5IN2O2 overall (ωB97M-V/def2-TZVPD, the Open Molecules 2025 dataset).

Cartesian coordinates (Å):
C: 0.811 -0.249 -1.393
C: -0.414 -0.909 -0.818
N: 0.396 0.058 1.582
N: -0.591 0.270 0.914
O: -1.507 1.084 0.989
O: 0.540 0.804 2.734
I: -2.214 -0.297 -1.859
H: 0.738 0.778 -1.708
H: 1.202 -0.735 -2.255
H: 1.639 -0.230 -0.518
H: -0.437 -1.985 -0.716
H: -0.164 1.413 3.046

Results
HOMO-LUMO gap	9.1	eV
HOMO	-9.66	eV

Mulliken population analysis, charges in e, atoms 1 to 4: C -1.033; C -0.277; N -0.203; N 0.619

***

(B)
# C2H5IN2O2

C2H5IN2O2 as an isolated structure (ωB97M-V/def2-TZVPD, the Open Molecules 2025 dataset).

Cartesian coordinates (Å):
C: -0.110 -1.050 -0.856
C: 0.415 0.329 -0.667
N: -1.332 1.709 0.240
N: -0.453 0.903 0.281
O: 0.719 -0.662 1.692
O: -1.912 2.410 0.984
I: 2.409 0.722 0.185
H: -0.029 -1.667 -0.059
H: 0.337 -1.474 -1.773
H: -1.249 -0.968 -0.999
H: 0.521 0.968 -1.484
H: 0.684 -1.220 2.457

Results
HOMO-LUMO gap (spin up / spin down)	5.4 / 5.4	eV
HOMO (spin up / spin down)	-8.10 / -8.11	eV

Mulliken population analysis, charges in e, atoms 1 to 4: C -0.949; C -0.316; N 0.048; N 0.481

***

What should be chosen as the least stable of them? Choose (B).

***

(A)
# C5H5FO

C5H5FO in the gas phase (ωB97M-V/def2-TZVPD, the Open Molecules 2025 dataset).

Cartesian coordinates (Å):
C: -2.384 1.498 -0.022
C: -2.123 0.183 0.037
C: -1.385 -1.083 0.359
O: -0.101 -1.166 -0.345
C: 0.589 0.138 -0.242
C: 1.866 -0.153 -0.100
F: 2.807 0.745 0.227
H: -2.513 2.594 -0.379
H: -1.359 -1.288 1.453
H: -1.909 -1.928 -0.279
H: -0.210 0.914 -0.069
H: 2.157 -1.164 -0.203

Results
HOMO-LUMO gap	9.9	eV
SMILES	C#CCO/C=C/F
HOMO	-9.10	eV

Mulliken population analysis, charges in e, atoms 1 to 4: C -0.319; C -0.117; C -0.185; O -0.318

***

(B)
# C5H5FO

C5H5FO in the gas phase (ωB97M-V/def2-TZVPD, the Open Molecules 2025 dataset).

Cartesian coordinates (Å):
F: -2.619 0.795 0.269
C: -1.359 0.335 0.085
C: -1.134 -0.751 -0.659
O: 0.088 -1.268 -0.888
C: 1.238 -0.635 -0.310
C: 0.965 0.586 0.523
C: -0.267 1.048 0.712
H: -1.914 -1.315 -1.146
H: 1.910 -0.375 -1.142
H: 1.748 -1.396 0.300
H: 1.836 1.054 0.952
H: -0.492 1.920 1.304

Results
HOMO-LUMO gap	8.8	eV
SMILES	FC1=COCC=C1
HOMO	-7.91	eV

Mulliken population analysis, charges in e, atoms 1 to 4: F -0.294; C 0.449; C -0.181; O -0.402

***

What should be chosen as the least stable of them? Choose (A).

***

(A)
# CH2FNO3S

CH2FNO3S as an isolated structure (ωB97M-V/def2-TZVPD, the Open Molecules 2025 dataset).

Cartesian coordinates (Å):
C: 1.324 -0.795 0.404
N: 0.703 0.369 0.310
O: 0.627 -1.797 0.318
O: -0.994 -0.616 -1.643
O: -0.941 1.508 -0.570
F: -1.908 -0.149 0.609
S: -0.611 0.043 -0.464
H: 2.326 -0.575 0.764
H: -0.525 2.011 0.270

Results
HOMO-LUMO gap	10.9	eV
HOMO	-10.87	eV

Mulliken population analysis, charges in e, atoms 1 to 4: C 0.206; N -0.523; O -0.537; O -0.480

***

(B)
# CH2FNO3S

A 2-piece molecular cluster, CH2FNO3S overall (ωB97M-V/def2-TZVPD, the Open Molecules 2025 dataset).

Cartesian coordinates (Å):
C: 0.588 1.584 0.274
N: 0.500 1.695 1.461
O: 0.898 1.376 -0.823
O: -1.172 -0.792 -1.158
O: 0.474 -1.224 0.538
F: 0.033 -2.865 -1.158
S: 0.391 -1.257 -0.896
H: -0.160 2.219 2.035
H: -1.552 -0.737 -0.272

Results
HOMO-LUMO gap	11.9	eV
HOMO	-11.37	eV

Mulliken population analysis, charges in e, atoms 1 to 4: C 0.613; N -0.407; O -0.438; O -0.431

***

What should be chosen as the least stable of them? Choose (A).

***

(A)
# C3H4AgO3

C3H4AgO3 as an isolated structure (ωB97M-V/def2-TZVPD, the Open Molecules 2025 dataset).

Cartesian coordinates (Å):
H: -1.287 -0.761 -1.098
O: 0.737 -0.761 -0.146
Ag: 3.552 -0.694 0.847
C: -0.581 -0.984 0.026
C: -1.317 0.337 -0.031
H: -0.810 -1.615 0.896
H: -1.452 0.743 0.981
H: -2.361 0.340 -0.361
O: 2.283 1.002 -0.135
C: 1.152 0.870 -0.507
O: 0.085 1.523 -0.472

Results
net charge	+1
HOMO-LUMO gap	7.0	eV
HOMO	-12.86	eV

Mulliken population analysis, charges in e, atoms 1 to 4: H 0.204; O -0.459; Ag 0.857; C -0.111

***

(B)
# C3H4AgO3

C3H4AgO3 as an isolated structure (ωB97M-V/def2-TZVPD, the Open Molecules 2025 dataset).

Cartesian coordinates (Å):
C: -1.146 0.515 0.476
O: 1.291 -0.662 0.227
C: 1.222 0.568 0.141
C: -1.146 -0.816 -0.150
O: -0.044 1.140 0.653
O: 1.937 1.358 -0.444
H: -2.015 1.173 0.360
H: -0.790 -0.712 -1.185
H: -1.176 -1.206 0.981
Ag: 4.053 -0.254 -0.681
H: -2.186 -1.104 -0.378

Results
net charge	+1
HOMO-LUMO gap	8.5	eV
HOMO	-14.20	eV

Mulliken population analysis, charges in e, atoms 1 to 4: C 0.218; O -0.606; C 0.762; C -0.919

***

What should be chosen as the least stable of them? Choose (A).

***

(A)
# C4H6N3O2

An isolated ion of composition C4H6N3O2 and charge +1 (ωB97M-V/def2-TZVPD, the Open Molecules 2025 dataset).

Cartesian coordinates (Å):
C: 2.346 0.429 -0.323
C: 1.010 0.494 0.291
C: 0.295 -0.659 0.986
N: -0.800 -1.168 0.604
C: -1.871 -1.165 -0.144
N: -2.558 -0.050 -0.402
O: -1.768 1.051 -0.110
N: -0.236 1.177 -0.494
O: 0.384 1.693 0.567
H: 3.107 0.448 0.459
H: 2.489 1.302 -0.959
H: 2.472 -0.478 -0.910
H: 0.735 -1.049 1.900
H: -2.222 -2.126 -0.499
H: -3.383 0.102 -0.967

Results
net charge	+1
HOMO-LUMO gap	8.7	eV
SMILES	C[C@]12C=NC=[NH+]ON1O2
HOMO	-14.36	eV

Mulliken population analysis, charges in e, atoms 1 to 4: C -1.210; C 0.933; C -0.086; N -0.257

***

(B)
# C4H6N3O2

A 2-piece molecular cluster, C4H6N3O2 overall (ωB97M-V/def2-TZVPD, the Open Molecules 2025 dataset).

Cartesian coordinates (Å):
C: 1.635 -0.725 -1.091
C: 1.903 0.373 -0.165
C: -3.123 0.225 0.001
C: -2.645 -0.685 0.847
N: 0.011 -0.587 0.320
N: 0.514 -1.205 -0.621
N: 2.835 1.308 -0.203
O: -3.377 1.097 -0.712
O: 0.889 0.558 0.611
H: 2.103 -1.152 -1.863
H: -3.158 -1.658 0.727
H: -2.824 -0.444 1.937
H: -1.188 -0.571 0.651
H: 3.513 1.454 -0.991
H: 2.911 2.012 0.549

Results
net charge	+1
HOMO-LUMO gap	10.0	eV
HOMO	-13.54	eV

Mulliken population analysis, charges in e, atoms 1 to 4: C -0.282; C 0.511; C 0.793; C -0.990

***

What should be chosen as the least stable of them? Choose (A).